{
  "formula": "C4H7NO2",
  "method": "the ωB97M-V functional and the def2-TZVPD basis",
  "elements": ["O", "C", "C", "N", "C", "C", "O", "H", "H", "H", "H", "H", "H", "H"],
  "coordinates": [[-2.34, 1.00, 0.36], [-1.16, 0.31, 0.59], [0.29, -2.09, -0.43], [1.13, -1.25, 0.15], [1.32, 0.15, -0.23], [-0.02, 0.86, -0.26], [-0.19, 1.87, -0.91], [-2.13, 1.70, -0.28], [-0.82, 0.40, 1.64], [-1.31, -0.77, 0.42], [-0.12, -1.52, -1.30], [1.59, -1.55, 1.00], [1.78, 0.22, -1.23], [2.00, 0.66, 0.47]],
  "nbo_charge": [-0.70, -0.17, -0.07, -0.57, -0.35, 0.56, -0.54, 0.49, 0.19, 0.21, 0.09, 0.39, 0.24, 0.23],
  "fmax_ev_per_a": 0.59,
  "charge": 0,
  "gap_ev": 9.45,
  "lumo_ev": 0.48,
  "energy_ha": -361.74996
}


{
  "formula": "C5H7NO",
  "method": "the ωB97M-V functional and the def2-TZVPD basis",
  "elements": ["N", "C", "O", "C", "C", "C", "C", "H", "H", "H", "H", "H", "H", "H"],
  "coordinates": [[2.08, -1.72, 0.61], [1.14, -0.96, 0.36], [1.39, 0.41, -0.71], [0.50, 1.41, -0.39], [-1.01, 0.72, 0.27], [-1.46, -0.45, -0.57], [-0.71, -0.64, 0.73], [3.07, -1.70, 0.30], [0.10, 1.97, -1.25], [0.86, 2.06, 0.42], [-1.63, 1.51, 0.75], [-0.84, -0.60, -1.44], [-2.50, -0.80, -0.71], [-1.01, -1.20, 1.62]],
  "nbo_charge": [-0.71, 0.59, -0.63, -0.01, -0.28, -0.45, -0.20, 0.42, 0.18, 0.15, 0.24, 0.23, 0.23, 0.25],
  "fmax_ev_per_a": 3.03,
  "charge": 0,
  "gap_ev": 10.62,
  "lumo_ev": 1.14,
  "energy_ha": -324.55611
}


{
  "formula": "CH2N2O3",
  "method": "the ωB97M-V functional and the def2-TZVPD basis",
  "elements": ["C", "N", "N", "O", "O", "O", "H", "H"],
  "coordinates": [[-0.42, 0.15, 0.17], [-0.26, -2.24, 0.41], [-0.55, -2.70, -0.97], [-0.90, -2.81, 1.24], [0.00, -2.12, -1.89], [-1.20, -3.67, -1.01], [0.05, 0.31, 1.11], [0.06, 0.07, -0.73]],
  "nbo_charge": [-0.15, 0.20, 0.54, -0.17, -0.36, -0.30, 0.12, 0.12],
  "fmax_ev_per_a": 4.22,
  "charge": 0,
  "gap_ev": [8.01, 7.02],
  "lumo_ev": [-2.28, -2.43],
  "energy_ha": -374.15431
}